The following is a DFT calculation (ωB97M-V with the def2-TZVPD basis set) of a structure of composition C4H6N2S at a distorted geometry.

Values from the calculation:
Energy above the lowest of the compared OMol25 structures with the same formula, charge and spin = 109.10 kcal per mole
Calculated total energy = -18056.2422 eV
E_LUMO = 0.7 eV
Charge = 0
Kohn-Sham gap = 9.111 eV
Highest occupied orbital energy = -8.4 eV

CARTESIAN COORDINATES (ANGSTROEM)
C 1.747 2.302 0.833
C 0.084 0.226 1.003
C -0.267 -0.639 -0.074
C 0.146 -0.146 -1.207
H 2.762 1.611 0.729
H 1.155 2.904 1.902
H 1.732 3.201 -0.125
H 0.242 0.073 2.216
H -1.452 -1.984 -1.366
H -0.188 -0.253 -2.212
N 0.908 1.143 0.371
N 0.788 1.005 -0.934
S -1.649 -1.940 -0.033


The following is a DFT calculation (ωB97M-V with the def2-TZVPD basis set) of an isolated molecule of C4H6N2S2 at a distorted geometry.

Values from the calculation:
Energy above the lowest of the compared OMol25 structures with the same formula, charge and spin = 51.38 kcal per mole
Calculated total energy = -28893.9828 eV
E_LUMO = -0.2 eV
Charge = 0
Kohn-Sham gap = 8.506 eV
Highest occupied orbital energy = -8.7 eV

CARTESIAN COORDINATES (ANGSTROEM)
C -4.159 0.114 -0.354
C -2.896 -0.345 -0.542
C -1.636 0.205 0.046
C 1.866 -0.033 -0.518
H -4.994 -0.338 -0.943
H -4.472 0.842 0.382
H -2.743 -1.092 -1.388
H -2.373 1.820 0.407
H -0.770 -1.656 -0.200
H 1.333 -0.004 -1.444
N -1.447 1.327 0.589
N -0.612 -0.722 0.049
S 0.862 -0.567 0.812
S 3.475 0.351 -0.379


The following is a DFT calculation (ωB97M-V with the def2-TZVPD basis set) of an isolated molecule of C4H6N2S3 at a distorted geometry.

Values from the calculation:
Energy above the lowest of the compared OMol25 structures with the same formula, charge and spin = 102.97 kcal per mole
Calculated total energy = -39726.4402 eV
E_LUMO (spin up / spin down) = -1.3 / -1.3 eV
Charge = 0
Kohn-Sham gap (spin up / spin down) = 6.447 / 6.455 eV
Highest occupied orbital energy (spin up / spin down) = -7.7 / -7.7 eV

CARTESIAN COORDINATES (ANGSTROEM)
C 0.931 0.706 0.119
C -0.229 -0.825 -1.329
C -0.009 1.555 -1.811
C -0.285 -1.060 2.360
N 0.250 0.449 -0.927
N 0.513 -1.568 1.254
S 1.804 1.407 1.202
S -0.713 -1.206 -2.832
S -0.420 -1.976 0.021
H 0.185 1.237 -2.911
H -1.056 1.922 -1.779
H 0.643 2.301 -1.329
H -1.450 -1.329 2.247
H -0.080 -1.688 3.167
H -0.084 0.075 2.547


The following is a DFT calculation (ωB97M-V with the def2-TZVPD basis set) of a cluster of 3 separate species, C4H6N3 in total at a distorted geometry.

Values from the calculation:
Energy above the lowest of the compared OMol25 structures with the same formula, charge and spin = 184.83 kcal per mole
Calculated total energy = -8700.4892 eV
E_LUMO = -5.4 eV
Charge = +1
Kohn-Sham gap = 7.930 eV
Highest occupied orbital energy = -13.3 eV

CARTESIAN COORDINATES (ANGSTROEM)
C 4.709 -0.320 0.055
C 3.504 -0.253 -0.089
C 2.189 -0.134 -0.024
C -1.270 -1.706 -0.243
N 1.004 -0.219 -0.024
N -1.237 -0.471 -0.097
N -0.138 0.322 -0.118
H 5.706 -0.154 -0.204
H -0.412 -2.251 -0.416
H -2.174 -2.119 -0.564
H -1.725 2.204 -1.176
H -2.154 -0.026 0.104
H -0.922 2.096 -0.751


The following is a DFT calculation (ωB97M-V with the def2-TZVPD basis set) of a structure of composition C4H6N3O at a distorted geometry.

Values from the calculation:
Energy above the lowest of the compared OMol25 structures with the same formula, charge and spin = 51.16 kcal per mole
Calculated total energy = -10756.1431 eV
2S+1 = 3
E_LUMO (spin up / spin down) = 4.3 / 4.1 eV
Charge = -1
Kohn-Sham gap (spin up / spin down) = 3.270 / 7.902 eV
Highest occupied orbital energy (spin up / spin down) = 1.0 / -3.8 eV

CARTESIAN COORDINATES (ANGSTROEM)
C 0.912 -0.988 0.943
C 2.227 -0.945 0.487
C 0.256 0.151 0.422
C -2.158 0.900 -0.217
N 1.141 0.780 -0.345
N 2.262 0.080 -0.360
N -1.341 0.734 1.122
O -1.880 -0.226 1.770
H 0.558 -1.748 1.705
H 2.998 -1.650 0.508
H -1.738 0.361 -1.140
H -3.206 0.688 0.093
H -2.254 1.925 -0.628
H 2.834 0.284 -1.144


The following is a DFT calculation (ωB97M-V with the def2-TZVPD basis set) of the ion C4H6N3O with charge -1 at a distorted geometry.

Values from the calculation:
Energy above the lowest of the compared OMol25 structures with the same formula, charge and spin = 15.82 kcal per mole
Calculated total energy = -10757.6758 eV
2S+1 = 3
E_LUMO (spin up / spin down) = 3.9 / 1.0 eV
Charge = -1
Kohn-Sham gap (spin up / spin down) = 2.960 / 6.147 eV
Highest occupied orbital energy (spin up / spin down) = 1.0 / -5.1 eV

CARTESIAN COORDINATES (ANGSTROEM)
C 1.385 -0.748 -0.631
C 2.146 0.992 0.254
C 0.398 -0.231 0.204
C -0.943 -0.756 0.443
N 2.514 -0.017 -0.583
N 0.891 0.918 0.733
N -1.982 -0.154 -0.609
O -2.024 1.273 -0.561
H 1.146 -1.518 -1.319
H 2.721 1.724 0.670
H -0.954 -1.900 0.226
H -1.316 -0.485 1.478
H -1.122 1.368 -0.060
H -2.860 -0.465 -0.245


The following is a DFT calculation (ωB97M-V with the def2-TZVPD basis set) of the ion C4H6N3O2 with charge +1 at a distorted geometry.

Values from the calculation:
Energy above the lowest of the compared OMol25 structures with the same formula, charge and spin = 136.76 kcal per mole
Calculated total energy = -12798.7832 eV
E_LUMO (spin up / spin down) = -6.2 / -6.2 eV
Charge = +1
Kohn-Sham gap (spin up / spin down) = 7.523 / 7.531 eV
Highest occupied orbital energy (spin up / spin down) = -13.7 / -13.7 eV

CARTESIAN COORDINATES (ANGSTROEM)
C 1.267 -0.870 -0.050
C 0.516 0.296 0.091
C 3.183 -1.835 1.144
C -0.908 0.568 -0.434
N 1.008 1.343 0.983
N 2.270 -1.038 0.867
N 1.610 1.265 2.139
O 2.024 2.248 2.728
O 4.100 -2.400 1.597
H 1.147 -1.545 -0.878
H -1.581 1.067 0.216
H -0.926 0.874 -1.428
H -1.583 -0.384 -0.483
H 0.576 2.228 0.812
H 1.736 0.287 2.182


The following is a DFT calculation (ωB97M-V with the def2-TZVPD basis set) of a structure of composition C4H6N3O2STc at a distorted geometry.

Values from the calculation:
Energy above the lowest of the compared OMol25 structures with the same formula, charge and spin = 0.00 kcal per mole
Calculated total energy = -25807.4407 eV
2S+1 = 2
E_LUMO (spin up / spin down) = -15.5 / -16.1 eV
Charge = +3
Kohn-Sham gap (spin up / spin down) = 6.761 / 6.704 eV
Highest occupied orbital energy (spin up / spin down) = -22.2 / -22.8 eV

CARTESIAN COORDINATES (ANGSTROEM)
Tc -0.099 -1.392 -0.403
N 1.762 1.055 2.231
C 1.042 0.672 1.247
O 0.736 -0.633 1.158
C 0.473 1.482 0.144
C 0.313 0.557 -1.074
H 2.076 0.404 2.950
H 2.033 2.031 2.334
H 1.098 2.339 -0.119
H -0.488 1.883 0.481
H 1.247 0.366 -1.620
H -0.468 0.843 -1.778
O 0.022 -2.639 -3.069
N -0.080 -2.165 -2.078
S -4.624 -1.773 0.050
C -3.140 -1.593 -0.148
N -1.904 -1.437 -0.306


The following is a DFT calculation (ωB97M-V with the def2-TZVPD basis set) of the ion C4H6N3O3 with charge -1 at a distorted geometry.

Values from the calculation:
Energy above the lowest of the compared OMol25 structures with the same formula, charge and spin = 73.90 kcal per mole
Calculated total energy = -14854.9911 eV
E_LUMO = 3.8 eV
Charge = -1
Kohn-Sham gap = 5.914 eV
Highest occupied orbital energy = -2.1 eV

CARTESIAN COORDINATES (ANGSTROEM)
C -2.198 -0.662 0.047
C -1.264 -1.748 0.055
C -1.411 0.478 -0.048
C 0.043 -1.339 -0.154
N -0.046 0.050 -0.241
N 0.812 1.126 -0.384
N 1.969 1.319 0.360
O 2.853 0.208 0.142
O -1.613 1.870 -0.048
O 1.143 -1.986 -0.146
H -3.172 -0.655 0.284
H -1.455 -2.775 0.153
H 1.113 1.346 -1.309
H 1.543 1.196 1.413
H -0.720 2.256 -0.116
H 2.402 -0.683 -0.009


The following is a DFT calculation (ωB97M-V with the def2-TZVPD basis set) of an isolated molecule of C4H6N4 at a distorted geometry.

Values from the calculation:
Energy above the lowest of the compared OMol25 structures with the same formula, charge and spin = 126.96 kcal per mole
Calculated total energy = -10200.4343 eV
E_LUMO = 0.8 eV
Charge = 0
Kohn-Sham gap = 8.970 eV
Highest occupied orbital energy = -8.2 eV

CARTESIAN COORDINATES (ANGSTROEM)
C -1.052 0.081 -0.006
C 0.723 -0.017 -1.142
C 1.608 0.246 0.852
C 0.202 0.363 0.169
H -2.921 -0.268 1.140
H -1.534 0.514 1.833
H -2.174 -1.159 -1.647
H 2.837 0.609 -0.898
H 1.865 1.394 0.907
H 1.679 -0.491 1.659
N -2.029 0.246 0.981
N -1.284 -0.565 -1.246
N 0.005 -0.779 -2.011
N 2.076 -0.173 -0.590


The following is a DFT calculation (ωB97M-V with the def2-TZVPD basis set) of an isolated molecule of C4H6N4 at a distorted geometry.

Values from the calculation:
Energy above the lowest of the compared OMol25 structures with the same formula, charge and spin = 92.92 kcal per mole
Calculated total energy = -10201.9103 eV
E_LUMO = 1.0 eV
Charge = 0
Kohn-Sham gap = 9.863 eV
Highest occupied orbital energy = -8.9 eV

CARTESIAN COORDINATES (ANGSTROEM)
C 1.159 0.451 0.481
C 0.283 -0.374 1.448
C -1.422 0.384 -0.623
C 1.331 0.018 -0.969
H 2.056 0.646 1.081
H 0.538 1.327 0.358
H 0.684 -0.396 2.441
H -2.165 -1.566 -0.222
H -2.373 0.865 -0.399
H 2.217 -0.458 -1.240
N -0.768 -0.999 1.126
N -1.343 -0.983 -0.138
N -0.663 0.934 -1.429
N 0.465 0.150 -1.916


The following is a DFT calculation (ωB97M-V with the def2-TZVPD basis set) of an isolated molecule of C4H6N4 at a distorted geometry.

Values from the calculation:
Energy above the lowest of the compared OMol25 structures with the same formula, charge and spin = 129.41 kcal per mole
Calculated total energy = -10200.3278 eV
E_LUMO = 0.9 eV
Charge = 0
Kohn-Sham gap = 9.453 eV
Highest occupied orbital energy = -8.5 eV

CARTESIAN COORDINATES (ANGSTROEM)
C -0.274 0.726 -1.630
C -0.676 1.138 -0.368
C -0.141 -0.356 1.829
C 0.617 -0.590 -0.115
H -1.293 -0.032 -1.951
H -0.177 1.523 -2.391
H -1.802 1.218 -0.072
H 0.216 1.965 -0.059
H -0.697 -0.152 2.609
H 1.740 -2.483 0.292
N -0.512 -0.113 0.533
N 0.793 -1.226 1.951
N 1.054 -1.570 0.614
N 1.152 -0.049 -1.241


The following is a DFT calculation (ωB97M-V with the def2-TZVPD basis set) of an isolated molecule of C4H6N4 at a distorted geometry.

Values from the calculation:
Energy above the lowest of the compared OMol25 structures with the same formula, charge and spin = 139.49 kcal per mole
Calculated total energy = -10199.8910 eV
E_LUMO = 0.1 eV
Charge = 0
Kohn-Sham gap = 8.149 eV
Highest occupied orbital energy = -8.1 eV

CARTESIAN COORDINATES (ANGSTROEM)
C -0.315 -0.125 0.080
C -0.388 -1.495 -0.273
C 1.193 2.671 0.990
C -1.299 -1.948 -1.380
N 0.153 1.829 1.393
N -0.161 0.887 0.660
N 0.023 -2.404 0.821
N 0.887 -2.185 -0.001
H 0.715 3.528 0.417
H 2.065 2.264 0.474
H 1.654 3.216 1.858
H -1.515 -3.113 -1.351
H -0.787 -1.641 -2.379
H -2.224 -1.483 -1.309


The following is a DFT calculation (ωB97M-V with the def2-TZVPD basis set) of an isolated molecule of C4H6N4 at a distorted geometry.

Values from the calculation:
Energy above the lowest of the compared OMol25 structures with the same formula, charge and spin = 50.49 kcal per mole
Calculated total energy = -10203.7502 eV
E_LUMO = 0.5 eV
Charge = 0
Kohn-Sham gap = 9.694 eV
Highest occupied orbital energy = -9.2 eV

CARTESIAN COORDINATES (ANGSTROEM)
C -1.740 0.012 -1.347
C -0.830 0.135 -0.430
C 0.979 0.774 0.962
C 0.026 -0.967 -0.322
H -1.884 -0.948 -1.813
H -2.734 0.691 -1.622
H -0.369 2.180 0.094
H 1.731 2.334 1.879
H 1.394 -1.349 1.300
H 0.911 -2.615 -0.640
N -0.224 1.172 0.439
N 1.809 1.286 1.725
N 0.962 -0.582 0.645
N -0.030 -2.123 -0.871


The following is a DFT calculation (ωB97M-V with the def2-TZVPD basis set) of an isolated molecule of C4H6N4 at a distorted geometry.

Values from the calculation:
Energy above the lowest of the compared OMol25 structures with the same formula, charge and spin = 145.04 kcal per mole
Calculated total energy = -10199.6501 eV
E_LUMO = 0.5 eV
Charge = 0
Kohn-Sham gap = 8.793 eV
Highest occupied orbital energy = -8.3 eV

CARTESIAN COORDINATES (ANGSTROEM)
C 2.133 -1.076 0.872
C -0.693 1.147 -1.342
C -1.830 0.924 -0.574
C -1.212 -0.008 0.503
H 2.547 -1.820 1.529
H 2.726 -1.020 -0.159
H 1.335 1.293 -0.893
H -1.072 1.587 -2.398
H -2.744 1.025 -0.954
H -0.957 -1.234 1.923
N 0.788 -0.766 0.916
N 0.239 0.035 0.295
N 0.547 0.688 -1.008
N -1.807 -0.776 1.289


The following is a DFT calculation (ωB97M-V with the def2-TZVPD basis set) of an isolated molecule of C4H6N4O at a distorted geometry.

Values from the calculation:
Energy above the lowest of the compared OMol25 structures with the same formula, charge and spin = 123.95 kcal per mole
Calculated total energy = -12247.6035 eV
E_LUMO = 0.0 eV
Charge = 0
Kohn-Sham gap = 9.844 eV
Highest occupied orbital energy = -9.8 eV

CARTESIAN COORDINATES (ANGSTROEM)
C -0.720 0.576 -0.441
C 0.242 -0.257 0.384
C -1.114 -1.267 1.625
C 1.511 0.749 -0.940
H -0.242 2.029 -2.976
H -1.257 0.211 -1.518
H -1.487 1.348 -0.084
H -1.783 -1.338 0.807
H -0.748 -1.522 3.508
H 2.186 1.388 -1.542
N 0.176 1.414 -1.213
N 0.225 -1.213 1.252
N -1.517 -1.388 2.787
N 1.683 -0.132 -0.073
O -0.019 1.039 -2.654


The following is a DFT calculation (ωB97M-V with the def2-TZVPD basis set) of a cluster of 2 separate species, C4H6N4O in total at a distorted geometry.

Values from the calculation:
Energy above the lowest of the compared OMol25 structures with the same formula, charge and spin = 94.31 kcal per mole
Calculated total energy = -12248.8887 eV
E_LUMO = -0.2 eV
Charge = 0
Kohn-Sham gap = 7.820 eV
Highest occupied orbital energy = -8.1 eV

CARTESIAN COORDINATES (ANGSTROEM)
C -1.187 -0.295 -0.018
C 0.232 -0.404 0.044
C 2.365 -0.848 0.056
C 1.072 0.850 0.032
H -2.630 1.136 -0.284
H -1.780 1.088 1.753
H -2.884 -1.078 -0.428
H 0.976 -2.398 0.065
H 3.260 -1.514 -0.041
H -0.235 2.299 -0.293
N -1.612 1.147 0.311
N -1.925 -1.226 -0.579
N 1.101 -1.415 0.012
N 2.354 0.491 -0.146
O 0.892 2.166 -0.483